Entry 1:
ORCA calculation (wB97M-V/def2-TZVPD) on C35H58N3OP2Pt as an isolated structure in a non-equilibrium geometry.

Structure (XYZ):
```
100
Properties=species:S:1:pos:R:3:forces:R:3:mulliken_spin:R:1
C -2.21106 0.92765 -2.06874 0.267 0.068 0.210 0.033
C -2.65627 -1.26230 -1.25144 -0.040 0.658 -0.412 0.042
C -3.36965 0.92032 -2.85129 -0.157 -0.314 0.354 0.155
C -3.89884 -1.25293 -1.94198 0.424 -0.500 0.471 0.212
C -4.24238 -0.16828 -2.72787 0.085 0.434 -0.295 -0.036
H -3.56925 1.78058 -3.48346 -0.201 -0.225 0.056 0.000
H -4.53043 -2.13691 -1.84739 0.014 0.346 -0.125 0.000
H -5.19049 -0.15456 -3.25654 0.127 -0.077 0.016 0.004
N -1.88125 -0.12011 -1.31804 -0.208 -0.209 -0.269 0.234
P -0.40225 2.39277 -0.44822 -1.557 3.080 -1.286 0.322
P -0.44081 -2.41048 -0.04064 -0.121 -3.064 -0.626 0.411
C -1.28177 2.13994 -2.05496 0.150 -0.725 -0.385 0.075
H -0.51298 1.98466 -2.82294 -0.200 -0.004 0.053 0.019
H -1.84474 3.03261 -2.34705 0.164 -0.098 0.135 -0.008
C -2.14076 -2.38007 -0.55275 -0.834 0.490 -0.329 0.484
H -2.79543 -3.24847 -0.47960 0.301 0.087 0.004 -0.063
C 0.43074 -3.35339 -1.47507 0.426 0.102 -0.387 0.051
C -0.34649 -3.50785 1.53001 0.265 0.118 0.853 0.088
C 1.12146 3.54438 -0.80854 0.763 0.018 -0.254 0.055
C -1.76723 3.34914 0.49020 0.057 -0.201 0.727 0.081
C 1.95238 -3.17836 -1.37107 0.224 0.009 0.165 0.065
H 2.37416 -3.63923 -0.47020 -0.096 0.120 -0.294 0.000
H 2.42332 -3.66544 -2.24019 -0.168 0.115 0.257 0.002
H 2.23396 -2.11983 -1.38633 0.016 -0.292 0.024 -0.022
C 0.07961 -4.84712 -1.46177 -0.198 -0.386 0.193 0.050
H 0.50366 -5.38464 -0.60595 -0.168 0.169 -0.319 0.000
H -1.00478 -5.01350 -1.50037 0.256 -0.018 -0.010 -0.005
H 0.50592 -5.31294 -2.36450 -0.062 0.287 0.174 0.013
C -0.04028 -2.78593 -2.81843 -0.208 0.164 -0.022 0.050
H 0.50188 -3.30119 -3.62647 -0.173 0.137 0.294 0.001
H -1.11106 -2.95682 -2.98109 0.201 0.041 -0.010 -0.015
H 0.16804 -1.71469 -2.90073 -0.147 -0.171 -0.066 -0.024
C 1.08774 -4.01246 1.75220 0.269 -0.013 -0.177 0.038
H 1.81002 -3.18339 1.76320 -0.199 -0.285 0.013 -0.005
H 1.12994 -4.48871 2.74531 -0.075 0.173 -0.325 0.003
H 1.40726 -4.76218 1.01959 -0.085 0.228 0.247 0.003
C -0.73087 -2.71892 2.78810 -0.023 0.242 0.143 0.032
H -0.01655 -1.91075 3.00007 -0.202 -0.132 -0.009 -0.010
H -1.75075 -2.32503 2.73854 0.152 -0.077 0.032 0.002
H -0.69390 -3.41415 3.64302 -0.009 0.245 -0.322 -0.001
C -1.33017 -4.68231 1.42695 -0.273 -0.209 -0.524 0.033
H -1.10189 -5.37549 0.61296 -0.126 0.182 0.299 0.002
H -1.27009 -5.25359 2.36562 0.024 0.264 -0.190 0.009
H -2.36014 -4.33027 1.31004 0.127 -0.160 0.187 -0.003
C -1.26073 3.57059 1.92428 -0.036 0.071 0.210 0.034
H -2.00885 4.16821 2.46867 0.275 -0.190 -0.105 0.000
H -1.13560 2.62412 2.46456 -0.065 0.211 -0.053 -0.003
H -0.30813 4.11793 1.96011 -0.317 -0.173 0.018 -0.001
C -3.08671 2.55706 0.51439 -0.003 -0.240 -0.072 0.008
H -3.61673 2.62876 -0.44481 0.117 -0.023 0.235 0.001
H -2.96661 1.50316 0.76915 -0.128 0.122 -0.047 -0.003
H -3.73201 3.00697 1.28418 0.184 -0.128 -0.251 0.000
C -2.12605 4.70273 -0.14990 0.224 0.462 -0.196 0.036
H -3.07857 5.03831 0.28834 0.212 -0.256 -0.089 0.005
H -1.40096 5.49260 0.06238 -0.297 -0.306 -0.049 0.002
H -2.27805 4.63859 -1.23453 -0.002 0.110 0.243 0.000
C 1.43354 3.48040 -2.30528 -0.097 -0.205 -0.273 0.021
H 0.64851 3.93126 -2.92712 0.187 -0.087 0.178 -0.003
H 2.36427 4.03440 -2.50427 -0.262 -0.113 0.173 0.004
H 1.59888 2.44604 -2.62337 -0.038 0.390 -0.029 0.006
C 2.35458 3.04404 -0.04319 0.150 -0.124 0.095 0.020
H 2.68384 2.06097 -0.40743 -0.064 0.228 0.106 0.004
H 3.18389 3.74572 -0.22451 -0.281 -0.230 0.070 -0.001
H 2.18920 3.02610 1.04532 0.047 0.041 -0.219 -0.002
C 0.92580 5.01758 -0.43068 -0.383 0.388 0.149 0.007
H 0.17469 5.51347 -1.05654 0.254 -0.176 0.222 -0.004
H 0.69286 5.16128 0.63137 0.045 0.050 -0.364 0.000
H 1.87414 5.54767 -0.61542 -0.171 -0.360 0.006 0.013
Pt -0.15050 0.00643 0.04490 2.720 -0.116 -0.400 0.917
C -1.16476 0.07570 1.58727 -3.987 0.352 6.095 0.236
O -1.92020 0.12290 2.47622 2.571 -0.163 -3.375 0.020
N 1.40998 0.13538 -1.59212 0.912 -0.180 -2.637 0.058
C 1.92331 0.05954 -2.64482 0.283 0.247 1.853 0.013
C 2.85510 -0.02746 -3.82822 -0.126 -0.062 -0.534 0.014
C 2.33415 -1.07425 -4.81837 -0.422 -0.438 -0.027 0.003
C 2.93956 1.32237 -4.55057 -0.241 0.566 0.132 0.003
C 4.24820 -0.41715 -3.32440 0.181 -0.145 0.726 0.002
H 2.33085 -2.07820 -4.37255 0.008 0.263 -0.156 0.000
H 1.31490 -0.82848 -5.14746 0.244 -0.112 0.006 0.000
H 2.97981 -1.10088 -5.70608 -0.110 0.096 0.319 0.000
H 3.40610 2.08505 -3.91430 -0.121 -0.145 -0.196 0.000
H 3.55656 1.21977 -5.45139 -0.130 -0.139 0.267 0.000
H 1.94614 1.66848 -4.86661 0.245 -0.014 0.024 0.000
H 4.95360 -0.45456 -4.16451 -0.315 0.028 0.131 0.000
H 4.62013 0.32231 -2.60050 -0.021 -0.211 -0.200 0.000
H 4.23214 -1.40474 -2.84215 0.075 0.241 -0.142 0.001
N 2.01844 0.12900 1.40768 -0.558 0.277 -1.119 0.236
C 2.04130 -0.15704 2.79720 0.221 -0.186 0.290 -0.018
C 2.80422 -1.23592 3.24712 -0.262 0.278 0.447 0.030
C 2.82581 -1.50906 4.62058 -0.089 0.147 -0.246 -0.011
C 2.08059 -0.72263 5.50959 -0.059 -0.107 -0.111 0.024
C 1.29638 0.33138 5.02790 0.077 0.122 -0.260 -0.002
C 1.29664 0.64064 3.66231 0.137 -0.413 0.360 0.007
H 2.58450 -0.49604 0.83781 0.154 0.225 0.263 -0.010
H 2.21554 1.10308 1.17063 0.153 -0.513 0.228 -0.032
H 3.38949 -1.81440 2.52486 -0.098 0.147 0.394 0.000
H 3.43546 -2.33547 4.97968 -0.133 0.210 0.044 0.000
H 2.10820 -0.92885 6.58386 -0.024 0.029 -0.461 0.001
H 0.68006 0.92633 5.70459 0.315 -0.181 -0.120 0.000
H 0.73695 1.49013 3.26626 0.068 -0.182 0.176 -0.016
```
Forces are in eV/Å.

2S+1: 5
Lowest unoccupied orbital energy (alpha / beta) in hartree: -0.2879 / -0.4888
Kohn-Sham gap (alpha / beta) in eV: 7.33 / 2.74
Charge: +3



Entry 2:
ORCA calculation (wB97M-V/def2-TZVPD) on the molecule C6H10O in a non-equilibrium geometry.

Structure (XYZ):
```
17
Properties=species:S:1:pos:R:3:forces:R:3:nbo_charge:R:1
O -1.77857 -0.96505 0.04993 -0.839 -0.242 -0.693 -0.724
C -1.33988 0.37972 -0.17063 0.013 0.093 -0.024 0.040
C -0.44198 0.52761 -1.37936 0.092 -0.273 -0.059 -0.246
C 0.82443 0.11293 -1.30506 -0.088 0.065 0.035 -0.160
C 1.46995 -0.40499 -0.03545 0.059 0.186 0.070 -0.456
C 0.48895 -0.53642 1.14874 0.056 0.655 0.221 -0.400
C -0.49304 0.72978 1.05282 0.232 -0.652 0.056 -0.416
H -1.35929 -1.53730 -0.59732 -0.024 0.022 -0.085 0.471
H -2.27466 0.93500 -0.28914 0.352 0.396 0.124 0.187
H -0.82393 1.00636 -2.28003 0.003 -0.298 0.085 0.214
H 1.46839 0.18690 -2.18128 -0.073 0.059 0.153 0.206
H 2.22760 0.32277 0.27108 0.188 0.044 -0.263 0.216
H 2.01527 -1.33149 -0.27710 -0.207 0.157 0.299 0.216
H 0.07150 -1.56213 1.09692 -0.509 1.087 0.178 0.223
H 0.98123 -0.51982 2.11802 0.487 0.191 -0.062 0.210
H -1.13306 1.00280 1.91088 0.377 -0.854 -0.046 0.217
H 0.09709 1.65333 0.86698 -0.120 -0.635 0.011 0.203
```
Forces are in eV/Å.

SMILES string: O[C@@H]1C=CCCC1
Lowest unoccupied orbital energy in hartree: 0.0372
Kohn-Sham gap in eV: 10.46